ORCA calculation (ωB97M-V/def2-TZVPD) on one molecule with the formula H4N2OS at a distorted geometry.

Output
ΔE to the lowest compared entry with this formula, charge and spin	20.1	kcal/mol

The geometry in XYZ format:
```
8
Properties=species:S:1:pos:R:3:forces:R:3
N -0.83673 0.57431 -0.83669 2.131 0.169 0.963
N 0.48735 -0.83510 0.83469 -0.350 0.639 0.811
O 0.91176 1.54494 0.50330 1.389 1.888 0.219
S -0.24706 0.72801 0.76148 -0.838 -2.669 0.509
H -1.76862 0.69654 -1.18393 -0.228 0.682 0.258
H -0.00276 -1.36813 0.13938 0.487 -0.585 -0.295
H 1.52282 -0.79491 0.76909 -1.199 0.108 -0.264
H -0.01620 1.19647 -1.03580 -1.391 -0.232 -2.201
```
Positions in Å, forces in eV/Å.

ORCA calculation (ωB97M-V/def2-TZVPD) on CH2N4OS as an isolated structure at a distorted geometry.

Output
ΔE to the lowest compared entry with this formula, charge and spin	56.5	kcal/mol

The geometry in XYZ format:
```
9
Properties=species:S:1:pos:R:3:forces:R:3
C 0.24126 0.22448 0.32004 0.192 -2.407 -2.217
H 2.57187 -1.97932 -0.92419 1.362 -0.348 0.492
H -1.57494 -0.53739 -0.91582 2.652 4.273 1.487
N 1.18766 -0.66756 0.37357 -1.437 1.201 -1.918
N -0.97980 0.51366 -0.48978 -1.466 -7.192 -1.248
N -1.83544 1.10035 0.36509 1.753 3.736 1.630
N -1.16634 1.76096 1.24178 -1.120 -3.378 -1.899
O 0.19951 1.18314 1.14753 -0.060 3.389 3.202
S 1.35623 -1.59832 -1.11822 -1.876 0.727 0.471
```
Positions in Å, forces in eV/Å.

ORCA calculation (ωB97M-V/def2-TZVPD) on a 6-piece molecular cluster, C42H51F3N7O4P overall at a distorted geometry.

Output
energy	-2956.1393	hartree
SMILES	CCCNC1=C(P(N)O)C(=O)C(C(F)(F)F)=C(CCCCCOCC)C1=O.c1ccncc1.c1ccncc1.c1ccncc1.c1ccncc1.c1ccncc1

The geometry in XYZ format:
```
108
Properties=species:S:1:pos:R:3:forces:R:3
C -1.89429 -6.32077 -2.81252 -0.327 -0.045 -0.075
C -0.92703 -5.15430 -3.00269 -0.212 0.330 0.544
C -0.40354 -4.50688 -1.65833 -0.241 -1.250 -0.920
N -1.04692 -5.15930 -0.49767 0.583 0.118 -0.189
C -1.04749 -4.35936 0.65885 0.990 -0.218 -0.010
C -2.14292 -3.85298 1.16806 -1.416 2.117 0.063
P -3.83728 -4.10209 0.45202 -1.681 -1.653 -0.376
N -4.81375 -2.73818 0.90167 1.642 0.026 -0.040
O -3.68073 -3.91402 -1.22193 0.991 0.454 1.077
C -2.06434 -3.05164 2.44320 1.298 -0.138 -1.347
O -3.01927 -3.05072 3.13429 -2.145 0.133 1.748
C -0.79527 -2.33749 2.80251 -0.933 -0.232 -0.325
C -0.82324 -1.12669 3.68740 -1.268 -1.006 -0.039
F -0.73308 -0.02212 2.98557 0.529 1.374 -0.960
F 0.10377 -1.14715 4.61112 1.581 0.079 0.870
F -1.96573 -1.02774 4.33772 -1.278 -0.027 0.698
C 0.30952 -2.83856 2.29987 1.418 -0.292 -0.729
C 1.70073 -2.32854 2.54513 0.312 0.357 -0.075
C 1.94129 -0.84006 2.15696 0.693 -0.362 0.448
C 3.31667 -0.60563 1.48045 -0.753 0.217 0.092
C 3.86204 0.79900 1.79597 -0.020 -0.200 -0.333
C 3.50412 1.80935 0.69898 0.505 0.751 0.599
O 2.44731 2.65996 1.13999 -0.088 -0.142 0.153
C 2.63744 4.00225 0.75640 -0.207 0.242 -0.545
C 1.39507 4.83612 1.02439 0.051 0.218 -0.102
C 0.21988 -4.05284 1.39503 -1.180 0.739 0.372
O 1.16715 -4.75790 1.29609 1.801 -1.388 -0.510
H -2.23173 -6.70194 -3.77820 0.190 0.004 -0.071
H -2.79315 -6.04923 -2.26705 0.034 0.176 0.098
H -1.43990 -7.15152 -2.27111 0.108 -0.008 -0.055
H -1.40557 -4.34854 -3.56473 -0.051 -0.210 -0.205
H -0.09492 -5.52655 -3.60072 0.159 0.269 0.052
H 0.68015 -4.65224 -1.67104 0.045 0.370 0.392
H -0.63344 -3.44157 -1.62702 0.093 0.022 0.002
H -0.56402 -6.03543 -0.32289 -0.059 0.056 0.137
H -4.18812 -1.96548 1.12316 -0.525 0.329 0.000
H -5.39359 -2.47993 0.10455 -0.013 -0.079 0.042
H -2.78328 -3.58398 -1.38467 -0.291 0.008 -0.409
H 2.44284 -2.92187 2.01629 -0.313 -0.326 -0.090
H 1.92437 -2.44978 3.60601 0.043 -0.026 -0.002
H 1.97282 -0.27284 3.08428 -0.408 0.194 -0.054
H 1.13940 -0.46113 1.52879 -0.005 0.115 0.027
H 4.01394 -1.40286 1.74231 0.068 0.100 0.084
H 3.12913 -0.65506 0.40503 0.393 -0.293 -0.059
H 4.94834 0.78412 1.94986 -0.362 -0.123 -0.262
H 3.41805 1.17716 2.71963 0.013 -0.017 -0.008
H 3.23896 1.33973 -0.25510 -0.068 -0.066 0.083
H 4.37480 2.45104 0.51440 0.050 -0.123 -0.103
H 2.87111 4.03146 -0.31808 -0.038 0.020 0.028
H 3.49340 4.46117 1.27218 0.061 -0.246 0.046
H 0.47209 4.27082 0.90970 0.069 -0.176 0.057
H 1.34832 5.64710 0.29566 0.032 0.070 0.050
H 1.42169 5.29646 2.01117 -0.120 -0.155 0.087
C -6.24401 0.57102 -3.78310 0.028 0.107 -0.053
C -5.54512 -0.58510 -4.08818 -0.022 -0.003 0.010
C -5.86046 -1.74630 -3.39838 -0.032 -0.151 0.066
N -6.79790 -1.81407 -2.45279 0.112 0.203 -0.028
C -7.45825 -0.68925 -2.17059 -0.059 -0.147 0.149
C -7.22242 0.52180 -2.80466 0.038 -0.034 -0.022
H -6.02827 1.49786 -4.30052 -0.001 -0.012 0.004
H -4.77211 -0.58841 -4.84489 -0.006 -0.026 0.002
H -5.34048 -2.67540 -3.60638 0.040 0.028 -0.003
H -8.21250 -0.77462 -1.39538 -0.029 0.004 -0.038
H -7.79097 1.40237 -2.53654 -0.016 -0.021 0.016
C 9.74630 -0.21967 1.16123 0.047 -0.009 0.004
C 9.10751 0.53651 0.19245 0.090 -0.006 -0.028
C 7.72251 0.58808 0.21071 -0.192 -0.008 0.024
N 6.96667 -0.05039 1.10519 0.363 -0.065 -0.058
C 7.60200 -0.77451 2.02689 -0.183 0.010 -0.006
C 8.98077 -0.89078 2.10097 0.017 0.010 -0.017
H 10.82717 -0.28599 1.18375 -0.011 -0.003 0.003
H 9.66557 1.07690 -0.56170 -0.076 0.057 -0.010
H 7.17969 1.16995 -0.52674 0.072 0.019 -0.030
H 6.96221 -1.28549 2.73959 0.058 -0.014 0.034
H 9.44131 -1.49152 2.87357 -0.031 -0.005 0.004
C 12.73231 4.46818 -3.24060 0.069 0.054 -0.044
C 12.98681 3.48070 -2.30369 -0.008 0.005 -0.008
C 11.90908 2.80301 -1.75614 -0.149 -0.064 0.052
N 10.63851 3.04823 -2.07603 0.158 0.042 -0.052
C 10.41451 4.00326 -2.97817 -0.150 -0.085 0.071
C 11.41922 4.73771 -3.58849 0.026 -0.019 0.026
H 13.54625 5.02045 -3.69333 -0.009 -0.008 0.006
H 13.99761 3.24023 -2.00370 -0.016 -0.018 0.012
H 12.06173 2.01966 -1.02055 0.076 0.019 -0.002
H 9.37182 4.18237 -3.21716 0.026 0.042 -0.044
H 11.17803 5.50044 -4.31612 -0.026 -0.009 0.010
C -12.84864 0.60405 -0.98484 -0.089 0.049 -0.027
C -12.87864 -0.77386 -1.11679 0.019 0.032 0.019
C -11.72929 -1.48818 -0.81426 0.148 -0.130 0.038
N -10.59258 -0.92540 -0.40629 -0.153 0.184 -0.055
C -10.58423 0.40255 -0.28761 0.116 -0.110 0.032
C -11.67769 1.20951 -0.56022 0.002 -0.012 -0.005
H -13.72555 1.19825 -1.20987 0.011 -0.007 0.002
H -13.77264 -1.28543 -1.44633 0.019 -0.021 0.006
H -11.70792 -2.56914 -0.89993 -0.054 0.008 -0.026
H -9.64493 0.83410 0.04432 -0.037 0.062 0.010
H -11.61235 2.28281 -0.44346 0.024 -0.010 0.008
C -3.55148 3.65702 3.07608 -0.033 -0.070 0.091
C -3.14567 4.94622 3.37755 -0.002 -0.012 -0.031
C -2.74428 5.76905 2.33621 0.056 0.096 -0.126
N -2.72263 5.39159 1.05816 -0.052 -0.127 0.134
C -3.11533 4.14630 0.78980 0.059 0.110 -0.120
C -3.53813 3.24458 1.75434 0.014 0.022 0.004
H -3.87294 2.98278 3.86009 0.011 0.001 -0.011
H -3.13963 5.30720 4.39705 0.009 0.019 -0.014
H -2.42046 6.78692 2.52582 -0.009 -0.015 0.064
H -3.08465 3.86497 -0.25760 -0.027 -0.058 0.020
H -3.84722 2.24603 1.47639 0.010 0.008 -0.019
```
Positions in Å, forces in eV/Å.

ORCA calculation (ωB97M-V/def2-TZVPD) on C28H22I2N2O2Y as an isolated structure at a distorted geometry.

Output
charge	+1
ΔE to the lowest compared entry with this formula, charge and spin	18.2	kcal/mol

The geometry in XYZ format:
```
57
Properties=species:S:1:pos:R:3:forces:R:3
Y 0.13848 0.89654 0.59790 -0.494 -0.611 -0.056
I 3.59676 -4.37253 4.05810 0.113 -0.101 0.055
C 2.17550 -3.02464 3.38060 -0.115 0.067 -0.065
C 1.15859 -3.45871 2.53875 0.002 0.051 0.009
C 0.20106 -2.56237 2.08407 0.158 -0.165 0.026
I -1.25941 -3.20149 0.74976 -0.058 0.037 0.002
C 0.23847 -1.22355 2.48438 -0.334 0.332 -0.135
O -0.68920 -0.33503 2.07542 0.246 0.079 -0.220
C 1.29593 -0.78742 3.29874 0.238 -0.102 0.090
C 1.40551 0.67374 3.62459 -0.050 0.073 -0.009
N 1.80374 1.44017 2.40423 0.138 0.037 -0.124
C 1.85493 2.89477 2.62023 -0.013 0.005 0.025
C 0.47855 3.51242 2.56004 -0.051 -0.013 -0.003
C 0.11485 4.55205 3.39564 0.017 -0.004 -0.019
C -1.14376 5.11906 3.26417 -0.009 0.035 0.030
C -2.01286 4.62757 2.30450 0.021 -0.041 -0.028
C -1.58350 3.58058 1.51385 -0.026 0.030 -0.010
N -0.36689 3.03096 1.63015 0.017 0.072 -0.003
C 2.25163 -1.69057 3.75041 -0.060 0.038 -0.092
H 1.11125 -4.49395 2.23050 0.007 -0.002 0.002
H 2.14658 0.84006 4.41012 -0.023 -0.021 0.032
H 0.44626 1.06754 3.96630 -0.011 0.011 -0.038
H 2.73501 1.12359 2.14766 0.036 0.020 0.096
H 2.46629 3.33540 1.82772 0.009 0.013 0.014
H 2.33035 3.14979 3.57114 -0.009 -0.016 0.008
H 0.81197 4.91001 4.14074 -0.010 0.007 0.004
H -1.44448 5.93286 3.91041 0.004 -0.002 0.000
H -3.00360 5.03585 2.17090 -0.001 0.004 0.003
H -2.23632 3.16135 0.75543 0.000 0.004 0.000
H 3.05706 -1.34724 4.38775 -0.003 -0.005 0.011
C -4.12520 -2.61644 -4.21468 -0.020 0.002 -0.007
C -2.78683 -2.90610 -3.98776 0.012 0.006 0.031
C -2.01195 -2.07439 -3.19435 -0.032 -0.055 0.000
C -2.56662 -0.93164 -2.61401 -0.033 0.146 -0.061
C -3.91975 -0.66746 -2.83262 -0.027 0.024 -0.017
C -4.69366 -1.49329 -3.63111 0.029 -0.015 0.001
C -1.80740 -0.01133 -1.74245 0.126 0.106 0.206
C -0.47909 0.15323 -1.57910 0.166 -0.213 -0.387
C 0.50664 -0.47814 -2.50115 0.436 0.311 0.302
C 0.68323 0.01340 -3.79503 -0.068 0.158 -0.054
C 1.72388 -0.42220 -4.60348 -0.091 0.031 -0.077
C 2.64205 -1.36171 -4.15144 -0.048 0.025 0.348
C 2.47236 -1.88423 -2.87591 0.347 0.226 -0.224
C 1.44518 -1.43120 -2.05362 -0.986 -0.983 -0.601
H -4.72446 -3.26951 -4.83525 0.000 0.003 -0.002
H -2.34259 -3.78994 -4.42686 -0.002 0.000 -0.001
H -0.97829 -2.33185 -3.01627 0.010 0.016 -0.008
H -4.36955 0.20446 -2.37061 0.005 -0.001 0.000
H -5.73857 -1.26469 -3.79361 -0.002 0.000 0.000
H -2.47468 0.61520 -1.13679 -0.045 -0.167 0.134
H -0.02292 0.74120 -4.17759 0.034 0.033 0.021
H 1.81282 -0.02066 -5.60538 0.009 -0.005 0.007
H 3.45837 -1.68879 -4.77975 -0.001 -0.003 -0.012
H 3.17873 -2.61380 -2.49671 -0.140 -0.148 -0.052
H 1.12466 -2.10407 -1.25512 0.354 0.430 0.469
O 3.49571 -0.51880 -0.00199 -0.190 -0.075 -0.259
C 2.41914 -0.23409 -0.18155 0.417 0.313 0.635
```
Positions in Å, forces in eV/Å.

ORCA calculation (ωB97M-V/def2-TZVPD) on an isolated ion of composition C4H8N2 and charge +2 at a distorted geometry.

Output
charge	+2
ΔE to the lowest compared entry with this formula, charge and spin	93.3	kcal/mol

The geometry in XYZ format:
```
14
Properties=species:S:1:pos:R:3:forces:R:3
C -1.62209 0.20059 -0.01632 -4.769 -0.391 1.155
C 0.42529 0.53429 -0.12454 -4.929 -0.804 0.575
C 1.60926 1.11964 -0.02313 5.397 2.032 -0.690
C -0.18117 -1.90016 0.06297 -1.424 -2.765 -2.666
N -1.38486 1.44277 0.01321 3.279 -2.476 -0.719
N -0.40210 -0.47947 -0.07033 1.532 1.915 -0.208
H -2.64253 -0.42712 0.13525 2.308 1.638 -0.580
H 2.39826 0.79641 -0.77898 -0.859 -0.653 0.195
H 2.19224 1.02567 0.92372 -0.770 -0.341 0.177
H 1.79166 2.19882 -0.29290 -1.221 -0.313 0.261
H 0.80254 -2.03593 0.38169 1.546 -0.354 0.862
H -0.19712 -2.41529 -1.04620 -0.389 1.261 2.707
H -0.93819 -2.39244 0.77170 1.049 0.960 -1.114
H -1.85119 2.33221 0.06386 -0.750 0.291 0.046
```
Positions in Å, forces in eV/Å.

ORCA calculation (ωB97M-V/def2-TZVPD) on C4H4OS2 as an isolated structure at a distorted geometry.

Output
ΔE to the lowest compared entry with this formula, charge and spin	122.2	kcal/mol

The geometry in XYZ format:
```
11
Properties=species:S:1:pos:R:3:forces:R:3
C 0.89614 -0.00099 -1.15563 0.241 -1.013 -2.708
C -0.72563 0.82992 0.61013 -6.742 0.206 1.691
C -0.58389 -0.62759 0.35928 -1.451 -0.479 1.780
C 0.80659 -0.53582 0.15727 3.141 -1.559 1.462
H -0.01841 1.26686 1.28589 -0.417 0.418 0.561
H -1.95432 0.92956 0.83936 3.222 1.063 -0.317
H -1.33481 -1.01480 -0.32356 0.447 0.056 -0.405
H 1.41009 0.11910 0.85579 -0.849 -0.900 -0.479
O 0.20149 -1.65229 0.88254 1.355 -0.050 0.236
S 1.73243 -0.52365 -2.41579 0.172 0.335 -0.507
S -0.42967 1.20969 -1.09528 0.881 1.923 -1.314
```
Positions in Å, forces in eV/Å.

ORCA calculation (ωB97M-V/def2-TZVPD) on one molecule with the formula C3H3N3O2 at a distorted geometry.

Output
ΔE to the lowest compared entry with this formula, charge and spin	163.2	kcal/mol
SMILES	N#CN1C[C@@H]1[N+](=O)[O-]

The geometry in XYZ format:
```
11
Properties=species:S:1:pos:R:3:forces:R:3
N -2.54818 1.83592 0.55372 0.562 -0.338 0.014
C -1.62294 1.14567 0.46835 -1.459 1.027 -0.461
N -0.58294 0.34161 0.41715 -0.441 -0.765 -0.096
C -0.54796 -1.07342 0.00241 1.227 0.426 1.045
C 0.25243 -0.00660 -0.64141 1.682 1.519 0.682
N 1.83318 0.11918 0.04991 -3.843 0.594 0.325
O 1.81135 0.48588 1.18780 -0.006 0.203 0.492
O 2.75863 -0.22047 -0.56663 2.324 -0.934 -2.217
H -1.22563 -1.49053 -0.71651 -0.851 -0.353 0.465
H -0.12245 -1.57944 0.89713 -0.313 -0.465 -1.407
H -0.00551 0.44218 -1.65192 1.119 -0.914 1.156
```
Positions in Å, forces in eV/Å.

ORCA calculation (ωB97M-V/def2-TZVPD) on a 2-piece molecular cluster, C2H6OSi overall at a distorted geometry.

Output
ΔE to the lowest compared entry with this formula, charge and spin	92.3	kcal/mol

The geometry in XYZ format:
```
10
Properties=species:S:1:pos:R:3:forces:R:3
C 3.06376 0.64220 -0.59654 0.355 0.316 -1.530
C -2.33152 -0.81460 0.60801 1.440 -0.642 -4.255
O 2.92074 0.82570 0.56199 -0.048 0.424 1.438
Si -1.98710 1.06894 0.62653 0.251 -0.290 -0.484
H 2.69562 -0.26039 -1.07305 -0.209 -0.596 -0.337
H 3.56316 1.36782 -1.29129 -0.125 -0.143 0.437
H -1.51133 -1.37054 -0.00861 -1.078 0.982 1.202
H -2.31076 -1.21371 1.54759 -0.030 -0.967 2.790
H -3.22104 -1.26362 0.11869 -0.016 0.834 0.307
H -0.88155 1.01819 -0.49331 -0.541 0.081 0.433
```
Positions in Å, forces in eV/Å.